Entry 1:
{
  "formula": "C16H8BrN3O4",
  "method": "wB97M-V/def2-TZVPD",
  "multiplicity": 1,
  "de_lowest_kcal_mol": 0.0,
  "total_charge": 0,
  "gap_ev": 5.800,
  "symbols": ["O", "C", "N", "C", "C", "C", "Br", "C", "N", "O", "O", "C", "C", "C", "C", "N", "C", "C", "C", "C", "C", "C", "C", "O", "H", "H", "H", "H", "H", "H", "H", "H"],
  "xyz": [[-2.601646, 2.273828, 0.400801], [-1.462593, 2.276349, -0.034027], [-0.921063, 3.314805, -0.747149], [0.294843, 2.879388, -1.287891], [1.106817, 3.491646, -2.234769], [2.224294, 2.806635, -2.776240], [3.306709, 3.755796, -4.055685], [2.508591, 1.499384, -2.359421], [3.568656, 0.739672, -2.859747], [3.722914, 0.760112, -4.070919], [4.262406, 0.102837, -2.067735], [1.745025, 0.934092, -1.326277], [0.610685, 1.594275, -0.829158], [-0.476373, 1.188081, 0.024505], [-0.712190, -0.136570, 0.649922], [-1.982864, -0.651565, 0.845138], [-1.862766, -1.855954, 1.494549], [-2.836643, -2.807808, 1.918074], [-2.395727, -3.914882, 2.660327], [-1.018961, -4.076000, 2.951258], [-0.066507, -3.177489, 2.504483], [-0.524236, -2.041532, 1.803417], [0.242091, -0.948907, 1.223096], [1.503064, -0.818404, 1.336580], [-1.457964, 4.138848, -1.015632], [0.951131, 4.489812, -2.623800], [1.937264, -0.062071, -1.006920], [-2.847450, -0.228115, 0.510630], [-3.906649, -2.659740, 1.743918], [-3.123803, -4.644911, 2.971483], [-0.764197, -4.933613, 3.569043], [0.977141, -3.288002, 2.688147]],
  "forces_ev_per_a": [[0.12, -0.12, 0.19], [-1.76, -0.48, 0.17], [0.99, 0.12, -0.40], [0.45, 0.70, -0.96], [0.88, -0.14, -0.52], [-0.51, 0.29, 0.02], [-0.56, -0.42, 0.66], [-2.01, 1.46, 1.87], [2.00, -1.26, -0.77], [0.14, -0.21, 0.30], [-0.61, 0.45, -0.60], [-0.87, 0.72, -0.45], [1.06, -0.21, 0.17], [-0.27, -4.02, 1.43], [-2.93, 7.23, -3.93], [0.27, 1.05, -0.48], [-0.84, -1.75, 1.48], [0.47, 0.52, -0.01], [0.82, 1.28, -0.86], [-0.70, -0.48, 0.20], [-1.29, 0.78, -0.37], [0.46, -1.72, 0.56], [5.70, -2.78, 2.21], [-3.37, 0.17, -0.83], [0.36, -0.53, 0.14], [-0.28, -0.01, 0.21], [0.40, -0.53, 0.29], [0.62, 0.01, 0.21], [0.44, -0.02, -0.10], [-0.01, -0.10, 0.21], [0.27, 0.13, -0.23], [0.55, -0.12, 0.19]],
  "nbo_charge": [-0.596, 0.638, -0.594, 0.195, -0.282, -0.020, 0.110, -0.034, 0.509, -0.359, -0.365, -0.123, -0.037, -0.131, 0.181, -0.526, 0.170, -0.243, -0.158, -0.247, -0.141, -0.144, 0.424, -0.505, 0.433, 0.240, 0.257, 0.448, 0.222, 0.221, 0.220, 0.236]
}



Entry 2:
{
  "formula": "C17H101N2NbO37S3",
  "method": "wB97M-V/def2-TZVPD",
  "multiplicity": 1,
  "total_charge": -2,
  "gap_ev": 3.325,
  "symbols": ["C", "C", "C", "C", "C", "C", "Nb", "O", "S", "C", "C", "C", "S", "C", "S", "N", "C", "C", "O", "C", "C", "C", "N", "C", "C", "O", "O", "H", "H", "H", "H", "H", "H", "H", "H", "H", "H", "H", "H", "H", "H", "H", "H", "H", "H", "H", "H", "H", "H", "H", "H", "H", "H", "H", "H", "H", "H", "H", "H", "H", "H", "H", "O", "H", "H", "O", "H", "H", "O", "H", "H", "O", "H", "H", "O", "H", "H", "O", "H", "H", "O", "H", "H", "O", "H", "H", "O", "H", "H", "O", "H", "H", "O", "H", "H", "O", "H", "H", "O", "H", "H", "O", "H", "H", "O", "H", "H", "O", "H", "H", "O", "H", "H", "O", "H", "H", "O", "H", "H", "O", "H", "H", "O", "H", "H", "O", "H", "H", "O", "H", "H", "O", "H", "H", "O", "H", "H", "O", "H", "H", "O", "H", "H", "O", "H", "H", "O", "H", "H", "O", "H", "H", "O", "H", "H", "O", "H", "H", "O", "H", "H"],
  "xyz": [[-4.376778, 2.789663, 5.801842], [-5.696449, 1.800778, 5.692129], [-5.644269, 0.746584, 4.431321], [-5.495844, 1.499915, 2.948411], [-3.926217, 1.785570, 2.571101], [-3.517606, 1.374753, 1.019788], [-1.216350, 1.185415, 0.764234], [0.889405, 1.157571, 0.558580], [-0.868833, 2.671613, 2.809436], [-1.526398, -0.024323, -1.146485], [-0.665172, -1.416482, -1.233868], [0.925766, -1.178116, -1.690208], [1.105813, -1.996037, -3.365942], [2.732020, -2.952484, -3.503128], [2.646676, -4.505516, -4.189306], [3.976920, -2.240830, -3.022440], [4.832847, -3.093477, -2.112813], [6.412347, -2.547178, -2.070954], [6.532164, -1.106010, -2.342911], [6.190907, -0.978496, -3.790407], [4.749133, -1.652988, -4.182755], [-1.204309, 3.100629, -0.543000], [-0.364697, 4.208347, 0.074069], [-0.037208, 5.182112, -1.068723], [-1.238944, -0.679096, 2.083338], [-0.398627, -0.938859, 3.090300], [-2.262021, -1.702478, 1.781562], [-4.558699, 3.745098, 5.150051], [-3.442224, 2.192443, 5.427134], [-4.257403, 3.072418, 6.933132], [-5.721853, 1.193079, 6.718765], [-6.678580, 2.468064, 5.685208], [-4.762689, -0.042620, 4.556421], [-6.677884, 0.161354, 4.446813], [-5.971045, 0.798184, 2.135864], [-6.039229, 2.555028, 2.969160], [-3.276485, 1.167862, 3.354743], [-3.752238, 2.949939, 2.651118], [-4.077921, 0.390773, 0.650596], [-3.827392, 2.211299, 0.227610], [1.253685, 0.942038, 1.467675], [-1.027480, 1.764937, 3.899156], [-2.689728, -0.283110, -1.193522], [-1.337595, 0.676271, -2.089698], [-0.676688, -2.073539, -0.265706], [-1.187570, -2.077028, -2.079731], [1.050615, -0.009968, -1.847787], [1.691307, -1.528599, -0.876137], [4.904187, -4.223353, -2.408164], [4.463065, -3.075843, -0.977965], [6.971045, -3.098538, -2.969639], [6.973384, -2.866526, -1.091836], [6.201883, 0.196566, -4.001294], [7.003774, -1.470378, -4.498119], [4.808914, -2.439146, -5.076077], [4.074849, -0.766622, -4.611967], [-0.702213, 2.767923, -1.555319], [-2.289698, 3.463030, -0.806984], [0.525904, 3.735444, 0.367967], [-0.863300, 4.961983, -1.899397], [1.022475, 4.908120, -1.520120], [-0.110504, 6.291442, -0.691139], [-4.159351, -1.049353, 6.552626], [-4.127905, -1.653938, 5.796131], [-3.414603, -1.328250, 7.106294], [-0.506825, 1.333431, -4.140381], [-0.141317, 2.016757, -4.721989], [0.003436, 0.540002, -4.361936], [5.246689, -1.620480, -7.340814], [5.702604, -0.984477, -7.912164], [4.615085, -2.056056, -7.932703], [0.214215, 9.092025, -0.157510], [0.719656, 8.440734, 0.351556], [-0.529426, 9.316084, 0.421953], [4.629630, -3.014412, 1.361016], [4.326387, -2.170612, 1.728226], [3.873511, -3.608030, 1.483011], [-5.490590, -2.973350, 4.926546], [-6.349181, -2.537062, 5.032723], [-5.533803, -3.726317, 5.534949], [-1.069246, -4.407830, -4.632932], [-0.584476, -4.811880, -5.368145], [-0.391318, -3.911440, -4.150240], [8.066633, 0.233205, -5.792373], [8.098080, -0.371381, -6.548868], [8.811382, -0.045692, -5.238705], [-4.330029, 1.260471, -2.256156], [-4.968743, 1.597719, -2.901993], [-3.508408, 1.174177, -2.762590], [4.862902, 1.132770, -0.836628], [5.228407, 1.816096, -1.418237], [5.373161, 0.339341, -1.058184], [-2.876737, -3.390481, 8.333034], [-2.845290, -3.995066, 7.576538], [-2.131989, -3.669378, 8.886701], [-4.104758, -5.038060, 10.994673], [-3.805395, -4.618955, 10.173983], [-3.614659, -4.571315, 11.688166], [1.256850, 9.567471, -3.137951], [1.762291, 8.916180, -2.628887], [0.513208, 9.791530, -2.558489], [-0.500132, -1.864893, 8.314658], [-1.138847, -1.527646, 7.668820], [0.321488, -1.951188, 7.808224], [0.649391, -3.431829, 4.023955], [0.028157, -4.113415, 4.321123], [0.078824, -2.734476, 3.667396], [10.259613, -1.191615, -5.619531], [10.291060, -1.796200, -6.376026], [11.004361, -1.470511, -5.065864], [-2.804810, 1.539168, -5.900294], [-2.773364, 0.934582, -6.656790], [-2.060062, 1.260270, -5.346627], [5.408177, -5.450860, -6.171831], [5.913618, -6.102151, -5.662766], [4.664535, -5.226801, -5.592368], [-2.492949, -2.640908, -7.184691], [-1.987509, -3.292200, -6.675626], [-3.236591, -2.416849, -6.605228], [-8.319714, -2.474467, 5.445883], [-8.940948, -3.156051, 5.743050], [-8.890280, -1.777112, 5.089324], [-0.282073, 5.169873, -3.932329], [0.173841, 5.805876, -4.503678], [-0.913677, 4.734298, -4.524216], [1.340504, -4.786886, -0.831747], [1.439377, -4.168387, -1.570991], [0.779224, -5.491229, -1.189303], [-2.541835, -5.141101, -2.029222], [-2.242471, -4.721996, -2.849911], [-2.051736, -4.674356, -1.335729], [3.009075, 1.576572, -4.900288], [3.883156, 1.476411, -5.306178], [3.137397, 2.270705, -4.236441], [5.933219, -0.132744, 1.824200], [6.884443, 0.041794, 1.883422], [5.707624, 0.106531, 0.912697], [-3.532173, 4.768364, 8.213052], [-3.026732, 4.117073, 8.722119], [-4.275815, 4.992423, 8.792515], [-8.011571, 0.598307, 6.824602], [-7.506130, -0.052984, 7.333668], [-8.755213, 0.822366, 7.404065], [-2.214169, 6.415874, 2.097218], [-1.789663, 5.544912, 2.092870], [-3.118200, 6.237158, 1.797599], [2.713142, 4.971164, 2.073494], [3.137648, 4.100204, 2.069146], [1.809112, 4.792448, 1.773875], [-6.577286, -0.628626, -2.856336], [-5.764311, -0.205678, -2.541717], [-6.525184, -0.547772, -3.820561], [8.855732, 0.936284, -1.603407], [8.954604, 1.554783, -2.342651], [8.294451, 0.231941, -1.960963], [-2.802533, -1.047586, -4.353029], [-2.378027, -1.918547, -4.357377], [-3.706564, -1.226302, -4.652648], [6.111991, -5.790522, -1.354457], [6.617431, -6.441813, -0.845391], [5.368349, -5.566463, -0.774994]],
  "forces_ev_per_a": [[-0.81, -0.79, -0.03], [0.64, -0.07, 0.66], [-0.58, 0.40, -0.27], [0.22, -0.12, 0.50], [-0.57, -0.10, -0.49], [-0.85, 0.19, -0.19], [0.58, -1.13, -1.02], [-1.14, -0.57, 1.36], [0.02, -0.76, 1.16], [-0.77, -0.38, -1.09], [-0.17, -0.55, -0.95], [-0.71, 1.93, 1.26], [2.02, -1.21, 0.58], [0.16, 0.81, 0.15], [0.32, 2.23, 0.90], [-0.40, -1.58, -0.21], [1.42, -0.65, 1.65], [0.03, -1.55, -1.07], [-0.68, -1.78, -1.70], [-0.15, 0.73, -0.42], [-1.17, 0.97, -1.59], [-0.20, 0.33, -0.25], [0.27, -0.07, -1.87], [-0.45, -0.51, -0.10], [-1.84, -5.43, 3.26], [-2.37, 0.95, -3.39], [4.50, 4.73, 0.62], [0.65, -1.77, 1.26], [-1.68, 1.36, 0.71], [-0.12, -0.37, -2.48], [0.08, 1.22, -2.43], [2.02, -1.48, -0.20], [-1.97, 1.96, -0.30], [2.09, 1.06, -0.02], [0.83, 1.44, 1.52], [0.73, -2.28, -0.05], [-1.25, 1.53, -1.86], [-0.02, -2.50, 0.20], [1.25, 1.89, 1.05], [0.34, -1.52, 1.85], [-0.59, 0.38, -1.44], [0.17, 0.97, -1.56], [2.53, 0.28, 0.23], [-0.12, -1.69, 1.80], [-0.16, 1.53, -1.63], [1.10, 1.11, 1.58], [0.00, -2.53, 0.38], [-1.42, 0.48, -1.84], [-0.22, 2.22, 0.13], [0.42, 0.28, -2.59], [-1.02, 1.04, 1.86], [-1.44, 0.96, -1.75], [-0.17, -2.75, 0.44], [-1.53, 0.95, 1.84], [0.41, 1.57, 2.00], [1.35, -1.98, 0.95], [-0.84, 0.41, 1.54], [2.04, -0.33, 0.50], [-1.16, 0.52, -0.43], [2.11, 0.96, 2.04], [-2.03, 0.86, 0.69], [0.34, -1.96, -0.85], [0.57, -0.17, 0.49], [-0.27, 0.02, -0.05], [-0.36, 0.05, -0.12], [0.10, 0.07, -0.67], [0.12, -0.09, 0.31], [-0.03, 0.10, 0.18], [0.07, 0.19, -0.57], [-0.20, -0.16, 0.22], [0.17, 0.05, 0.27], [-0.01, 0.12, 0.35], [-0.23, 0.07, -0.18], [0.21, -0.23, -0.21], [-0.33, -0.18, 0.01], [0.21, -0.10, -0.03], [0.08, 0.24, 0.03], [0.00, -0.42, 0.18], [0.11, -0.06, -0.02], [-0.02, 0.33, -0.24], [-0.04, 0.07, -0.47], [-0.07, 0.01, 0.40], [0.15, 0.11, 0.04], [-0.16, 0.26, -0.34], [0.03, 0.25, 0.42], [-0.21, -0.02, -0.42], [-0.41, -0.01, -0.62], [0.27, 0.19, 0.20], [0.05, -0.14, 0.21], [0.38, -0.01, -0.14], [-0.11, -0.23, 0.31], [-0.16, 0.01, -0.40], [-0.16, -0.70, 0.24], [-0.03, 0.26, 0.12], [0.11, 0.41, -0.37], [0.36, 0.22, 0.16], [-0.19, 0.04, 0.00], [-0.22, -0.17, -0.27], [0.02, -0.06, 0.14], [-0.32, 0.24, -0.09], [0.30, -0.24, 0.01], [0.27, 0.03, -0.23], [0.23, -0.14, 0.15], [-0.28, 0.09, 0.06], [0.03, -0.96, 0.57], [0.24, 0.30, -0.24], [-0.29, 0.97, -0.44], [0.87, -0.65, -0.01], [-0.09, 0.20, 0.24], [-0.26, 0.12, -0.09], [-0.08, -0.02, -0.62], [-0.03, 0.18, 0.35], [-0.02, -0.12, 0.36], [0.17, -0.32, 0.16], [-0.21, 0.27, -0.15], [0.04, 0.11, 0.06], [-0.18, -0.21, 0.15], [-0.14, 0.25, 0.04], [0.37, -0.05, -0.20], [-0.72, -0.08, 0.08], [0.33, 0.17, -0.13], [0.38, -0.01, 0.11], [0.06, 0.06, -1.08], [-0.14, -0.12, 0.20], [0.08, 0.09, 0.23], [-0.03, -0.16, -0.32], [-0.12, -0.12, 0.21], [0.12, 0.26, 0.13], [0.38, 0.19, -0.05], [-0.06, -0.23, 0.14], [-0.29, -0.01, -0.04], [0.41, 0.25, -0.04], [-0.31, 0.00, 0.09], [-0.18, -0.26, -0.06], [0.42, -0.02, -0.21], [-0.38, -0.09, -0.01], [-0.13, 0.25, 0.31], [-0.03, 0.14, 0.76], [-0.10, 0.16, -0.28], [0.23, -0.08, -0.25], [-0.77, -0.31, 0.61], [0.04, 0.13, -0.31], [0.23, -0.07, -0.20], [-0.40, 0.08, -0.08], [0.12, -0.10, -0.13], [0.42, -0.04, 0.11], [0.07, -0.23, -0.21], [-0.26, 0.24, 0.02], [0.07, -0.03, 0.22], [-0.05, 0.05, -0.61], [0.19, -0.05, 0.28], [-0.06, -0.04, 0.40], [0.04, 0.10, -0.50], [-0.05, -0.17, 0.32], [-0.14, -0.04, 0.17], [-0.18, -0.44, -0.36], [-0.02, 0.20, 0.19], [0.23, 0.18, 0.31], [0.10, -0.37, 0.43], [-0.17, 0.23, -0.18], [0.15, 0.02, -0.14]],
  "mulliken_charge": [-0.385, -0.263, 0.299, -0.652, 0.684, -0.462, -1.266, -0.749, -0.408, 0.436, -0.082, -0.274, -0.119, -0.503, -0.198, 0.613, -0.372, -0.558, -0.241, -0.023, -0.003, -0.401, 0.097, -0.384, 1.246, -1.057, -0.814, 0.169, 0.043, 0.150, 0.024, 0.200, -0.031, -0.073, 0.276, 0.184, -0.355, 0.071, 0.216, 0.124, 0.205, 0.015, 0.325, -0.396, 0.341, -0.300, 0.297, 0.313, 0.365, 0.044, 0.222, 0.284, 0.146, 0.070, 0.114, -0.045, 0.402, 0.152, 0.157, 0.247, 0.134, 0.063, -0.474, 0.312, 0.141, -0.590, 0.245, 0.219, -0.535, 0.262, 0.272, -0.629, 0.308, 0.303, -0.622, 0.286, 0.309, -0.591, 0.357, 0.271, -0.626, 0.274, 0.311, -0.592, 0.249, 0.363, -0.641, 0.258, 0.281, -0.530, 0.261, 0.296, -0.646, 0.317, 0.321, -0.647, 0.355, 0.314, -0.652, 0.317, 0.322, -0.642, 0.326, 0.333, -0.679, 0.278, 0.457, -0.609, 0.278, 0.292, -0.641, 0.299, 0.407, -0.635, 0.293, 0.264, -0.634, 0.317, 0.276, -0.613, 0.259, 0.307, -0.519, 0.239, 0.285, -0.556, 0.225, 0.278, -0.662, 0.315, 0.337, -0.574, 0.271, 0.303, -0.618, 0.283, 0.300, -0.651, 0.315, 0.304, -0.566, 0.319, 0.244, -0.667, 0.316, 0.302, -0.697, 0.322, 0.361, -0.644, 0.406, 0.277, -0.678, 0.305, 0.351, -0.133, 0.099, 0.228, -0.623, 0.284, 0.326]
}